Record 1
The following is a quantum chemistry calculation of the ion C31H42N3O2 with charge +1, from the Open Molecules 2025 dataset.

```
78
Properties=species:S:1:pos:R:3
C 1.4004 0.2427 1.9462
C 2.5206 0.1973 2.7339
C 3.3894 -0.9134 2.6788
N 4.6869 -1.0270 3.2777
C 5.8004 -1.2927 2.2986
C 7.0614 -1.7340 3.0128
O 7.3480 -0.9666 4.1762
C 6.2495 -0.9076 5.0936
C 4.9974 -0.2954 4.4537
C 2.9851 -2.0727 1.9083
C 1.7442 -2.0469 1.3085
C 1.0709 -0.8154 1.0877
C -0.1421 -0.7236 0.1859
C -0.7294 0.7059 0.0455
C -2.0455 0.9599 0.4703
C -2.6084 2.2069 0.4172
C -1.8806 3.2992 -0.0696
N -2.4309 4.6319 -0.2519
C -2.1841 5.1868 -1.5882
C -2.5399 6.6665 -1.6975
O -3.7936 6.9864 -1.0672
C -3.8236 6.5612 0.3027
C -3.6381 5.0282 0.4409
C -0.5322 3.0739 -0.4252
C 0.0571 1.8736 -0.2996
C 0.0191 -1.5196 -1.2321
C 1.4671 -1.8071 -1.6426
C 1.5429 -3.1955 -2.2537
C 0.1090 -3.7291 -2.4184
C -0.7747 -2.6870 -1.7963
N -2.0582 -2.6920 -2.0974
C -2.8666 -1.4545 -2.1450
C -4.3615 -1.7298 -1.8584
C -4.9493 -2.8481 -2.7260
C -4.0667 -4.1085 -2.6436
C -2.6122 -3.8090 -2.8787
H 0.7556 1.1237 1.9843
H 2.7546 0.9990 3.4195
H 5.4720 -2.0902 1.6050
H 6.0463 -0.3771 1.7104
H 7.0034 -2.8045 3.2612
H 7.9244 -1.5607 2.3597
H 6.0207 -1.9264 5.4862
H 6.6298 -0.2812 5.9190
H 5.1942 0.7663 4.2781
H 4.1670 -0.3987 5.1581
H 3.5584 -3.0130 1.8845
H 1.2722 -2.9897 0.8512
H -0.8804 -1.4884 0.4170
H -2.5914 0.0912 0.8635
H -3.6135 2.3366 0.8117
H -2.7939 4.6707 -2.3815
H -1.1158 5.0875 -1.8531
H -1.7348 7.2956 -1.2684
H -2.7184 6.9543 -2.7389
H -4.8291 6.8543 0.6544
H -3.0343 7.0847 0.9103
H -4.5437 4.5431 0.0297
H -3.5273 4.7820 1.5131
H 0.1079 3.9788 -0.6925
H 1.1486 1.7267 -0.4635
H -0.2679 -0.5341 -1.7277
H 1.5653 -1.0051 -2.3631
H 2.3088 -1.6841 -0.9487
H 2.0006 -3.0846 -3.2390
H 2.1411 -3.9375 -1.7028
H -0.0359 -4.7022 -1.9617
H -0.1831 -3.7921 -3.4728
H -2.7768 -1.0080 -3.1289
H -2.4838 -0.7142 -1.4042
H -4.9066 -0.7905 -1.9856
H -4.4378 -2.0086 -0.7876
H -5.9592 -3.0862 -2.3527
H -5.0087 -2.5138 -3.7750
H -4.1641 -4.5518 -1.6474
H -4.4110 -4.8468 -3.3592
H -2.4312 -3.6027 -3.9588
H -2.0343 -4.7472 -2.6511
```

Multiplicity = 1
Energy relative to the best compared isomer or geometry (same formula, charge and spin) = 1.19 kJ/mol
Orbital gap = 6.237 eV
Total charge = +1

These are the Mulliken partial charges, in e, on atoms 1 to 8: atom 1 (C): -0.874, atom 2 (C): -0.598, atom 3 (C): -0.254, atom 4 (N): 0.256, atom 5 (C): -0.404, atom 6 (C): -0.664, atom 7 (O): -0.345, atom 8 (C): -0.797

Record 2
The following is a quantum chemistry calculation of the ion C31H42N3O2 with charge +1, from the Open Molecules 2025 dataset.

```
78
Properties=species:S:1:pos:R:3
C -1.9576 2.9299 4.6267
O -0.5514 3.0265 4.3155
C -0.0704 1.8774 3.8371
O -0.7481 0.8749 3.6765
C 1.4124 1.9824 3.5531
C 1.8014 3.3477 2.9430
C 2.8307 3.0467 1.8727
C 3.0061 1.5356 1.7811
N 1.9222 0.9105 2.6170
C 2.1156 -0.3601 3.0693
C 3.4721 -0.6077 3.6657
C 3.4802 -1.4505 4.9120
C 2.6818 -2.7430 4.6869
C 1.2921 -2.4764 4.1953
C 1.0358 -1.4501 3.0176
C 0.5007 -1.8983 1.6990
C 0.4274 -3.3067 1.1851
C 1.4632 -4.1658 0.9318
C 1.4067 -5.6136 1.0000
C 2.4030 -6.4749 0.4473
C 2.3823 -7.8350 0.6400
C 1.3463 -8.4638 1.3872
N 1.2579 -9.8317 1.4267
C 0.2052 -10.5325 2.1714
C 2.0593 -10.7201 0.6272
C 0.3899 -7.6076 2.0026
C 0.4021 -6.2584 1.7954
C -0.9937 -1.3612 1.3516
C -1.1729 -0.0921 0.8240
C -2.4364 0.4176 0.5540
C -3.5823 -0.4278 0.7517
N -4.8381 0.0213 0.3907
C -5.9422 -0.9389 0.3592
C -4.9996 1.2656 -0.3395
C -3.4055 -1.5942 1.5538
C -2.1287 -2.0793 1.7476
H -2.1961 3.8697 5.0967
H -2.5483 2.7881 3.7137
H -2.1432 2.0888 5.3041
H 1.9212 1.9174 4.5542
H 0.9192 3.8593 2.5442
H 2.2102 3.9584 3.7620
H 2.5297 3.4398 0.9022
H 3.7637 3.5384 2.1409
H 2.8984 1.1638 0.7674
H 3.9929 1.2712 2.1395
H 4.1739 -1.0520 2.9112
H 3.8926 0.3360 4.0108
H 3.1283 -0.8823 5.7781
H 4.5012 -1.7025 5.1781
H 2.6742 -3.2385 5.6468
H 3.1993 -3.3357 3.9295
H 0.7002 -2.2309 5.1294
H 0.8075 -3.3764 3.8438
H 0.1561 -0.8641 3.2485
H 1.2153 -1.4168 0.9513
H -0.4750 -3.4829 0.5567
H 2.3315 -3.7949 0.3440
H 3.2666 -6.0304 -0.0465
H 3.1640 -8.4340 0.1911
H 0.0485 -10.0486 3.1498
H -0.7677 -10.6038 1.6406
H 0.5406 -11.5728 2.3242
H 2.9995 -10.2533 0.3430
H 2.2633 -11.6031 1.2405
H 1.5393 -11.0496 -0.2874
H -0.3801 -8.0758 2.6403
H -0.3074 -5.6434 2.3569
H -0.3287 0.5338 0.5814
H -2.5731 1.4484 0.2336
H -5.5989 -1.9148 -0.0273
H -6.3576 -1.0805 1.3671
H -6.7342 -0.5463 -0.2822
H -4.2444 1.3317 -1.1279
H -6.0004 1.2878 -0.7672
H -4.8962 2.1333 0.2994
H -4.2970 -2.0497 2.0645
H -2.0306 -3.0854 2.1927
```

Multiplicity = 1
Energy relative to the best compared isomer or geometry (same formula, charge and spin) = 231.12 kJ/mol
Orbital gap = 4.002 eV
Total charge = +1

These are the Mulliken partial charges, in e, on atoms 1 to 8: atom 1 (C): -0.691, atom 2 (O): -0.359, atom 3 (C): -0.043, atom 4 (O): -0.612, atom 5 (C): 0.808, atom 6 (C): -0.523, atom 7 (C): -0.699, atom 8 (C): -0.626

Record 3
The following is a quantum chemistry calculation of a structure of composition C31H44BrMoN3P2, from the Open Molecules 2025 dataset.

```
82
Properties=species:S:1:pos:R:3
N 2.5500 -5.7517 -4.3251
C 2.6792 -5.7016 -3.0116
C 2.3466 -4.5396 -2.2947
C 1.7657 -3.4862 -3.0325
C 1.8566 -3.4992 -4.4426
C 2.2005 -4.7058 -5.0534
C 0.8938 -2.5555 -2.3354
Mo 0.3022 -0.8335 -1.4079
P -3.1617 2.0864 -0.3817
C -0.4088 -2.1374 -2.8537
C -1.6553 -2.3262 -2.0786
C -2.8839 -1.7621 -2.4947
C -4.0694 -2.1561 -1.8881
C -4.1503 -3.0144 -0.7603
C -2.8943 -3.4996 -0.3107
C -1.6890 -3.2403 -1.0070
Br -5.7425 -3.0133 0.2033
H 1.2793 -2.4690 -1.2451
H -0.6146 -2.0802 -3.9293
H 2.5130 -4.4813 -1.2160
H 1.5979 -2.6331 -5.0556
H 2.9919 -6.5830 -2.4433
H 2.1262 -4.8591 -6.1288
H -2.9293 -1.1069 -3.3706
H -0.7424 -3.6783 -0.6836
H -4.9936 -1.7455 -2.2559
H -2.8446 -4.0991 0.5899
P 1.8169 0.7272 -2.2925
C -4.1840 0.6617 0.1438
C -5.6649 1.0821 0.0904
H -3.9092 0.4272 1.1851
H -3.9760 -0.2136 -0.4920
H -6.3040 0.2690 0.4580
H -5.8318 1.9798 0.7097
H -5.9741 1.3164 -0.9386
C -2.9174 1.9126 -2.1717
C -3.8178 2.8571 -2.9981
H -3.0729 0.8478 -2.4189
H -1.8646 2.1583 -2.3760
H -3.7526 2.5687 -4.0544
H -4.8762 2.8168 -2.7040
H -3.4705 3.8977 -2.9070
C -1.7277 2.1344 0.7228
C -2.0393 3.1576 1.8500
H -0.8204 2.4276 0.1591
H -1.5832 1.1267 1.1476
H -1.1070 3.5906 2.2347
H -2.6779 3.9771 1.4779
H -2.5483 2.6561 2.6865
C 2.2955 1.5516 -0.7414
C 2.9942 2.9074 -0.8542
H 2.9641 0.8767 -0.1694
H 1.3792 1.7023 -0.1348
H 4.0671 2.7577 -1.0048
H 2.5503 3.5085 -1.6501
H 2.8787 3.4494 0.0923
C 0.4404 1.5740 -3.1415
C 0.2992 1.4891 -4.6723
H 0.4242 2.6305 -2.8308
H -0.4602 1.0531 -2.7227
H 1.2002 1.7879 -5.2204
H 0.0104 0.4791 -4.9935
H -0.5090 2.1598 -5.0000
C 3.0923 0.3481 -3.4798
C 4.3424 -0.2676 -2.8504
H 3.3213 1.2734 -4.0217
H 2.6261 -0.3505 -4.1937
H 4.4602 -1.3032 -3.1923
H 5.2406 0.2840 -3.1581
H 4.3074 -0.2699 -1.7503
N -1.2758 0.2992 4.1325
C -0.3643 -0.1222 3.5224
C 0.6651 -0.6670 2.6801
C 1.9410 -1.0154 3.1062
C 2.8705 -1.4465 2.1565
C 2.5081 -1.6303 0.8315
N 1.2198 -1.3674 0.4610
C 0.3259 -0.8827 1.3583
H 2.2051 -0.9023 4.1486
H 3.8893 -1.6896 2.4285
H 3.2260 -1.9323 0.0576
H -0.6817 -0.6688 0.9632
```

Multiplicity = 3
Orbital gap (alpha / beta) = 5.121 / 5.601 eV
Total charge = +4

These are the Mulliken partial charges, in e, on atoms 1 to 8: atom 1 (N): -0.406, atom 2 (C): -0.516, atom 3 (C): -0.449, atom 4 (C): 0.448, atom 5 (C): -0.192, atom 6 (C): -0.642, atom 7 (C): 0.764, atom 8 (Mo): -0.463

Record 4
The following is a quantum chemistry calculation of a cluster of 10 separate species, C31H44FNO31P2 in total, from the Open Molecules 2025 dataset.

```
110
Properties=species:S:1:pos:R:3
N -2.7937 -1.3052 -2.0848
P -2.3900 -1.4806 -3.7339
O -2.7392 -0.0196 -4.4967
C -0.5220 -1.7273 -3.8396
O 0.0665 -2.2277 -2.6440
C 1.0010 -1.3344 -2.1720
O 1.7220 -1.6093 -1.3224
C 0.8860 -0.0498 -3.0008
P -0.2806 1.1549 -2.1848
O 0.0880 2.5548 -2.5343
C 0.3808 -0.5908 -4.3448
F 1.5053 -1.2461 -4.8424
H -3.5053 -2.0076 -1.8775
H -2.0073 -1.5531 -1.4850
H -2.7508 -0.1527 -5.4519
H -0.3908 -2.5299 -4.5696
H 1.8715 0.3837 -3.0091
H -0.2563 0.8918 -0.7983
H -1.6064 0.9468 -2.6141
H -0.0279 0.1275 -5.0411
O 3.1022 -1.0653 5.0756
C 3.2333 -1.4346 3.9510
O 3.8783 -2.5723 3.5924
C 3.6346 -2.7908 2.1981
C 3.3191 -1.4025 1.7028
O 2.7657 -0.7760 2.8671
H 4.5072 -3.2243 1.7157
H 2.7922 -3.4766 2.0897
H 4.2131 -0.8541 1.3992
H 2.6072 -1.3996 0.8825
O 8.6129 1.3076 3.9776
C 7.8250 1.0575 4.8309
O 7.9068 1.4993 6.1112
C 6.6694 1.1822 6.7663
C 6.1550 0.0317 5.9449
O 6.7201 0.2845 4.6535
H 6.8322 0.9119 7.8129
H 6.0115 2.0556 6.7197
H 6.5188 -0.9326 6.3063
H 5.0698 0.0018 5.8943
O -4.9001 -2.8569 -6.3824
C -5.5566 -1.9916 -5.9038
O -6.8773 -2.1092 -5.5953
C -7.2520 -0.9530 -4.8400
C -6.2237 0.0618 -5.2603
O -5.0916 -0.7527 -5.5928
H -8.2677 -0.6461 -5.0785
H -7.1923 -1.1912 -3.7792
H -6.5264 0.6219 -6.1473
H -5.9748 0.7628 -4.4673
O -5.1380 -2.4880 -0.9025
C -5.8594 -3.2490 -1.4677
O -6.2089 -3.1403 -2.7720
C -6.8792 -4.3470 -3.1500
C -7.3899 -4.8583 -1.8240
O -6.4310 -4.3341 -0.8995
H -7.6743 -4.1414 -3.8624
H -6.1562 -5.0208 -3.6123
H -8.3752 -4.4613 -1.5716
H -7.4222 -5.9438 -1.7736
O 6.2769 0.2403 9.5120
C 5.5939 1.0951 9.9836
O 4.2967 0.9349 10.3317
C 3.8933 2.0975 11.0606
C 4.8685 3.1413 10.5725
O 6.0159 2.3563 10.2348
H 2.8584 2.3503 10.8438
H 3.9937 1.8958 12.1287
H 4.5178 3.6565 9.6761
H 5.1146 3.8799 11.3314
O 9.8990 -5.8371 5.1173
C 9.2082 -4.9837 5.5652
O 7.8948 -5.1409 5.8825
C 7.4756 -3.9779 6.5992
C 8.4645 -2.9360 6.1357
O 9.6213 -3.7158 5.8304
H 6.4461 -3.7223 6.3563
H 7.5483 -4.1777 7.6703
H 8.1362 -2.4199 5.2298
H 8.6881 -2.1978 6.9037
O -9.8405 1.7112 -4.5656
C -10.6409 1.0013 -5.0788
O -11.0574 1.1125 -6.3658
C -11.8324 -0.0474 -6.6775
C -12.3027 -0.5023 -5.3165
O -11.2593 -0.0373 -4.4565
H -12.6517 0.2039 -7.3468
H -11.1877 -0.7816 -7.1652
H -13.2413 -0.0314 -5.0181
H -12.4104 -1.5822 -5.2453
O 2.1999 1.5345 -1.2074
C 3.0258 2.3891 -1.1429
O 3.6311 2.9443 -2.2159
C 4.3758 4.0766 -1.7585
C 4.6111 3.7444 -0.3048
O 3.4790 2.9290 0.0106
H 5.2989 4.1865 -2.3227
H 3.7685 4.9737 -1.8917
H 5.5204 3.1607 -0.1490
H 4.6431 4.6253 0.3316
O -2.1019 8.2040 -4.3978
C -1.7988 7.0613 -4.5137
O -1.6205 6.4304 -5.7055
C -1.0439 5.1485 -5.4377
C -1.4659 4.8867 -4.0146
O -1.5835 6.2116 -3.4793
H -1.4202 4.4026 -6.1345
H 0.0406 5.2201 -5.5461
H -2.4388 4.3933 -3.9516
H -0.7365 4.3012 -3.4598
```

Multiplicity = 1
Orbital gap = 8.333 eV

These are the Mulliken partial charges, in e, on atoms 1 to 8: atom 1 (N): -0.323, atom 2 (P): 0.034, atom 3 (O): -0.484, atom 4 (C): -0.164, atom 5 (O): -0.463, atom 6 (C): -0.063, atom 7 (O): -0.492, atom 8 (C): 0.302

Record 5
The following is a quantum chemistry calculation of a structure of composition C31H44MnN4OP2, from the Open Molecules 2025 dataset.

```
83
Properties=species:S:1:pos:R:3
Mn -0.2633 -2.7174 4.1908
C -1.2652 2.1425 3.5655
C -1.5838 1.1802 2.6963
C -1.2397 1.1224 1.2412
C -0.0112 0.3379 0.7402
C 1.2751 0.4457 1.5031
C 1.6527 1.4705 2.2762
C 0.9763 2.8015 2.3485
C -0.0882 3.0700 3.4651
C 1.8564 -2.6877 4.0578
H -1.8658 2.2776 4.4793
H -2.1694 0.3303 3.0711
H -1.1701 2.1270 0.8089
H -2.0964 0.6044 0.7826
H -0.2730 -0.7421 0.6827
H 0.1345 0.6800 -0.3105
H 1.9061 -0.4485 1.3690
H 2.4641 1.3137 2.9937
H 0.5581 3.0883 1.3738
H 1.7811 3.5159 2.5795
H 0.3984 3.0594 4.4568
H -0.4628 4.1001 3.3098
H 1.8677 -2.3373 5.1098
H 2.3796 -1.9580 3.4117
H 2.2992 -3.6937 3.9759
P 1.4415 -0.9991 -2.6182
P -1.9657 -0.5759 -2.5091
N 2.8087 0.1045 -2.9119
N 2.1356 -2.2470 -3.7046
N -2.2101 1.2159 -2.7552
N -3.4990 -1.0169 -3.2214
C 0.4317 -0.2347 -3.9519
C -0.9838 -0.8089 -4.0852
C 3.8072 0.3672 -1.9657
C 4.8277 1.1019 -2.5788
C 4.4368 1.3088 -3.9453
C 3.1980 0.7135 -4.1048
C 2.3582 -3.5584 -3.2754
C 2.7534 -4.3315 -4.3598
C 2.7809 -3.4662 -5.5037
C 2.4271 -2.1983 -5.0715
C -2.2809 2.1101 -1.6760
C -2.1237 3.4142 -2.1309
C -2.0311 3.3409 -3.5562
C -2.0820 1.9937 -3.9059
C -4.2786 -0.3514 -4.1750
C -5.3894 -1.1306 -4.4723
C -5.2609 -2.3592 -3.7348
C -4.0860 -2.2772 -3.0067
H 0.8723 -0.3021 -4.9610
H 0.3774 0.8394 -3.7135
H -1.4927 -0.3656 -4.9635
H -0.9587 -1.8965 -4.2569
H 3.6759 0.0582 -0.9392
H 5.7325 1.4585 -2.1171
H 4.9854 1.8337 -4.7188
H 2.5452 0.7292 -4.9589
H 2.2101 -3.8077 -2.2323
H 2.9969 -5.3926 -4.3478
H 3.0209 -3.7324 -6.5317
H 2.3612 -1.2719 -5.6328
H -2.5317 1.7577 -0.6876
H -2.0571 4.3067 -1.5139
H -1.9397 4.1690 -4.2424
H -2.0949 1.5407 -4.8828
H -3.9816 0.6091 -4.5624
H -6.1969 -0.8464 -5.1337
H -5.9579 -3.1901 -3.7511
H -3.6006 -2.9869 -2.3536
C -1.2742 0.6646 6.7913
C -0.2092 -0.3420 6.3533
C 1.1055 0.4015 6.6163
C -0.2831 -1.5589 7.2754
O -0.3735 -0.8830 5.0850
H -1.1647 0.8274 7.8764
H -2.2867 0.2964 6.6106
H -1.1574 1.6444 6.3152
H 1.1001 0.7502 7.6644
H 1.9990 -0.2248 6.5064
H 1.2281 1.2998 5.9987
H -1.2264 -2.0820 7.0650
H 0.5535 -2.2362 7.0536
H -0.2530 -1.2656 8.3308
```

Multiplicity = 6
Energy relative to the best compared isomer or geometry (same formula, charge and spin) = 0.00 kJ/mol
Orbital gap (alpha / beta) = 7.079 / 6.796 eV

These are the Mulliken partial charges, in e, on atoms 1 to 8: atom 1 (Mn): 0.324, atom 2 (C): -1.066, atom 3 (C): -0.869, atom 4 (C): -0.386, atom 5 (C): 0.232, atom 6 (C): -0.200, atom 7 (C): -0.653, atom 8 (C): -0.974

Number 1: DFT total energy -41384.7181 eV, molar mass 488.70 g/mol, strongest force on any atom 3.6 eV/A. Number 2: DFT total energy -41382.3351 eV, molar mass 488.70 g/mol, strongest force on any atom 5.9 eV/A. Number 3: DFT total energy -127759.2230 eV, molar mass 696.51 g/mol, strongest force on any atom 3.1 eV/A. Number 4: DFT total energy -119119.1193 eV, molar mass 1007.62 g/mol, strongest force on any atom 4.5 eV/A. Number 5: DFT total energy -90761.5050 eV, molar mass 605.61 g/mol, strongest force on any atom 3.8 eV/A.